Record 1
Below is C25H28BrNO8 in the gas phase, with properties calculated with ωB97M-V/def2-TZVPD.

Positions of all 63 atoms, in Å:
C1 4.03 -1.93 -4.48
C2 3.54 -1.90 -3.04
C3 3.92 -3.16 -2.26
C4 3.13 -4.38 -2.74
C5 3.69 -2.92 -0.75
N1 2.30 -2.71 -0.43
C6 1.83 -1.49 -0.10
O1 2.44 -0.45 -0.19
O2 0.54 -1.57 0.31
C7 -0.08 -0.33 0.62
C8 -1.35 -0.66 1.42
O3 -1.44 -0.46 2.60
C9 -2.37 -1.25 0.56
C10 -3.41 -1.99 1.14
C11 -4.36 -2.61 0.34
O4 -5.40 -3.35 0.80
C12 -5.54 -3.52 2.19
C13 -4.25 -2.48 -1.05
C14 -3.25 -1.74 -1.62
C15 -2.29 -1.10 -0.83
O5 -1.37 -0.34 -1.45
C16 -0.48 0.42 -0.66
C17 -1.03 1.78 -0.29
C18 -2.39 2.06 -0.28
C19 -2.86 3.30 0.11
C20 -1.97 4.30 0.49
O6 -2.31 5.55 0.89
C21 -3.67 5.91 0.95
C22 -0.60 4.01 0.47
Br1 0.60 5.38 0.97
C23 -0.13 2.77 0.08
C24 4.19 -4.12 0.05
O7 3.47 -4.88 0.65
O8 5.51 -4.23 -0.01
C25 6.09 -5.33 0.68
H1 3.81 -0.98 -4.97
H2 5.11 -2.08 -4.52
H3 3.56 -2.72 -5.05
H4 3.97 -1.03 -2.54
H5 2.46 -1.78 -3.03
H6 4.99 -3.35 -2.39
H7 3.36 -5.25 -2.13
H8 2.06 -4.18 -2.67
H9 3.38 -4.61 -3.77
H10 4.25 -2.03 -0.44
H11 1.76 -3.52 -0.16
H12 0.61 0.29 1.21
H13 -3.42 -2.06 2.22
H14 -6.43 -4.14 2.32
H15 -4.68 -4.03 2.62
H16 -5.69 -2.56 2.69
H17 -4.99 -2.97 -1.66
H18 -3.18 -1.63 -2.69
H19 0.42 0.55 -1.28
H20 -3.10 1.31 -0.58
H21 -3.92 3.49 0.11
H22 -3.68 6.94 1.29
H23 -4.14 5.85 -0.04
H24 -4.21 5.27 1.65
H25 0.93 2.58 0.07
H26 5.75 -6.28 0.24
H27 7.16 -5.23 0.58
H28 5.80 -5.31 1.73

Properties
**Largest force on an atom**: 0.7 eV/Å
**Total energy**: -114292.577 eV
**SMILES**: CC[C@H](C)[C@@H](NC(=O)O[C@@H]1C(=O)c2cc(OC)ccc2O[C@H]1c1ccc(OC)c(Br)c1)C(=O)OC

natural (NBO) population analysis, charges in e, atoms 1 to 6: -0.60 -0.40 -0.20 -0.62 -0.15 -0.63



Record 2
Below is C25H28CaCl5O2 as an isolated structure in a non-equilibrium geometry, with properties calculated with ωB97M-V/def2-TZVPD.

Positions of all 61 atoms, in Å:
O1 0.43 -0.92 -3.75
C1 0.63 0.34 -4.46
C2 0.48 -0.20 -5.87
H1 1.60 0.79 -4.23
H2 -0.20 1.04 -4.28
C3 0.41 -1.55 -5.09
H3 1.31 -0.09 -6.57
H4 -0.49 0.10 -6.28
C4 1.59 -2.46 -5.32
H5 2.53 -1.93 -5.19
H6 1.58 -2.88 -6.33
H7 1.56 -3.30 -4.61
C5 -0.89 -2.23 -5.44
H8 -1.72 -1.52 -5.35
H9 -1.07 -3.10 -4.80
H10 -0.85 -2.57 -6.48
Ca1 -0.26 -0.52 1.89
C6 -2.73 -1.05 3.59
C7 -2.54 0.36 3.55
C8 -2.56 0.77 2.19
H11 -2.48 1.02 4.41
C9 -2.82 -0.39 1.37
C10 -2.86 -1.52 2.26
H12 -3.04 -2.55 1.95
H13 -2.88 -1.64 4.49
H14 -2.46 1.80 1.83
H15 -3.07 -0.40 0.31
C11 1.21 -2.66 3.12
C12 0.22 -3.27 2.29
C13 0.44 -2.85 0.95
H16 -0.50 -4.02 2.63
C14 1.57 -1.96 0.93
C15 2.04 -1.85 2.28
H17 2.93 -1.32 2.61
H18 1.38 -2.86 4.18
H19 -0.10 -3.21 0.07
H20 2.03 -1.52 0.05
O2 0.70 2.06 -2.36
C16 -0.15 1.21 -1.51
C17 -1.49 1.92 -1.43
H21 0.27 1.13 -0.49
H22 -0.17 0.22 -1.96
C18 -1.00 3.37 -1.28
H23 -2.12 1.64 -0.58
H24 -2.02 1.73 -2.37
C19 0.40 3.42 -1.97
H25 -0.85 3.58 -0.22
H26 -1.71 4.07 -1.72
H27 1.18 3.72 -1.24
H28 0.46 4.07 -2.87
Cl1 -0.49 -0.80 6.20
C20 0.54 0.44 5.56
C21 0.66 0.59 4.20
C22 1.43 1.57 3.65
Cl2 1.45 1.76 1.89
C23 2.17 2.45 4.48
Cl3 3.14 3.67 3.78
C24 2.06 2.32 5.89
Cl4 2.86 3.44 6.90
C25 1.24 1.31 6.44
Cl5 1.02 1.21 8.13

Properties
**Largest force on an atom**: 2.5 eV/Å
**Net charge**: -1
**Total energy**: -111525.459 eV

natural (NBO) population analysis, charges in e, atoms 1 to 6: -0.55 -0.05 -0.47 0.19 0.18 0.27



Record 3
Below is C25H28ErF5O2S as an isolated structure in a non-equilibrium geometry, with properties calculated with ωB97M-V/def2-TZVPD.

Positions of all 62 atoms, in Å:
O1 2.37 1.17 -1.29
C1 1.97 1.96 -2.46
C2 3.43 2.11 -2.98
H1 1.22 2.57 -1.94
H2 1.45 1.61 -3.33
C3 3.78 1.50 -1.46
H3 3.64 3.09 -3.44
H4 3.86 1.43 -3.76
C4 4.08 2.65 -0.39
H5 3.22 3.33 -0.20
H6 4.87 3.34 -0.78
H7 4.30 2.26 0.64
C5 4.55 0.16 -1.35
H8 4.22 -0.58 -2.10
H9 4.34 -0.43 -0.42
H10 5.66 0.16 -1.58
Er1 -0.99 -0.09 0.04
C6 -0.42 -2.18 -1.45
C7 -1.73 -1.81 -1.90
C8 -1.59 -0.64 -2.73
H11 -2.64 -2.39 -1.78
C9 -0.21 -0.34 -2.83
C10 0.50 -1.21 -1.94
H12 1.59 -1.19 -1.78
H13 -0.15 -3.14 -0.99
H14 -2.38 -0.12 -3.28
H15 0.25 0.26 -3.62
C11 0.23 -1.83 1.43
C12 1.41 -1.29 0.84
C13 1.61 0.01 1.38
H16 2.09 -1.81 0.16
C14 0.49 0.34 2.18
C15 -0.34 -0.83 2.28
H17 -1.19 -0.97 2.95
H18 -0.11 -2.87 1.35
H19 2.55 0.56 1.36
H20 0.37 1.29 2.73
O2 -1.23 2.02 0.75
C16 -0.35 3.16 0.18
C17 -1.09 4.47 -0.07
H21 -0.16 2.99 -0.93
H22 0.65 3.28 0.60
C18 -2.57 4.06 0.05
H23 -0.96 4.76 -1.14
H24 -0.82 5.29 0.62
C19 -2.62 2.54 0.46
H25 -3.14 4.07 -0.92
H26 -3.15 4.63 0.81
H27 -2.90 1.82 -0.36
H28 -3.29 2.35 1.32
F1 -2.97 -6.53 4.20
C20 -2.95 -5.46 3.41
C21 -2.35 -5.54 2.15
F2 -1.74 -6.68 1.75
C22 -2.32 -4.41 1.34
F3 -1.63 -4.48 0.15
C23 -2.88 -3.16 1.73
S1 -2.95 -1.75 0.83
C24 -3.47 -3.15 3.03
F4 -3.90 -1.95 3.52
C25 -3.51 -4.27 3.86
F5 -4.05 -4.16 5.09

Properties
**2S+1**: 4
**Largest force on an atom**: 5.1 eV/Å
**Total energy**: -82511.870 eV
**Expectation value of S²**: 3.7537

natural (NBO) population analysis, charges in e, atoms 1 to 6: -0.56 -0.08 -0.46 0.18 0.18 0.29



Record 4
Below is C25H28F5HgO2 as an isolated structure in a non-equilibrium geometry, with properties calculated with ωB97M-V/def2-TZVPD.

Positions of all 61 atoms, in Å:
O1 2.80 -2.16 -1.88
C1 3.10 -3.57 -1.89
C2 4.21 -3.38 -2.92
H1 2.24 -4.16 -2.25
H2 3.44 -3.93 -0.91
C3 3.78 -1.90 -2.92
H3 4.04 -3.87 -3.88
H4 5.22 -3.53 -2.54
C4 3.16 -1.47 -4.23
H5 2.43 -2.21 -4.56
H6 3.96 -1.38 -4.98
H7 2.67 -0.50 -4.12
C5 4.84 -0.93 -2.45
H8 5.24 -1.22 -1.48
H9 4.43 0.08 -2.39
H10 5.65 -0.92 -3.19
Hg1 -1.40 -1.35 1.77
C6 -0.50 3.04 3.50
C7 -0.65 1.91 4.36
C8 0.43 1.02 4.08
H11 -1.43 1.78 5.10
C9 1.23 1.60 3.05
C10 0.65 2.85 2.70
H12 1.02 3.53 1.93
H13 -1.17 3.90 3.44
H14 0.61 0.07 4.57
H15 2.13 1.17 2.62
C11 -2.93 3.62 0.76
C12 -1.63 4.13 0.49
C13 -0.96 3.22 -0.37
H16 -1.22 5.06 0.88
C14 -1.85 2.14 -0.64
C15 -3.07 2.39 0.04
H17 -3.96 1.77 0.01
H18 -3.68 4.08 1.38
H19 0.05 3.34 -0.75
H20 -1.63 1.29 -1.27
O2 0.98 -0.38 -2.53
C16 1.64 0.40 -1.51
C17 1.74 -0.39 -0.19
H21 1.05 1.33 -1.35
H22 2.63 0.73 -1.87
C18 0.93 -1.68 -0.44
H23 1.29 0.20 0.62
H24 2.78 -0.61 0.04
C19 0.36 -1.49 -1.85
H25 0.11 -1.77 0.29
H26 1.55 -2.57 -0.35
H27 -0.72 -1.25 -1.75
H28 0.47 -2.40 -2.46
F1 -3.11 1.22 3.15
C20 -3.95 0.30 2.61
C21 -3.46 -0.86 2.01
C22 -4.38 -1.72 1.43
F2 -3.96 -2.87 0.82
C23 -5.75 -1.45 1.45
F3 -6.63 -2.32 0.91
C24 -6.21 -0.28 2.02
F4 -7.53 0.03 1.99
C25 -5.32 0.59 2.63
F5 -5.77 1.73 3.20

Properties
**Largest force on an atom**: 2.8 eV/Å
**Net charge**: -1
**Total energy**: -48229.626 eV

natural (NBO) population analysis, charges in e, atoms 1 to 6: -0.56 -0.06 -0.46 0.18 0.18 0.29



Record 5
Below is C25H28N2O6 in the gas phase, with properties calculated with ωB97M-V/def2-TZVPD.

Positions of all 61 atoms, in Å:
C1 3.23 6.60 0.47
O1 2.81 5.26 0.62
C2 2.17 4.73 -0.43
O2 1.96 5.34 -1.45
C3 1.76 3.32 -0.21
C4 2.00 2.67 1.00
C5 1.60 1.35 1.16
C6 0.97 0.68 0.13
C7 0.52 -0.76 0.30
C8 -0.99 -0.85 0.22
C9 -1.79 -0.34 1.20
O3 -1.19 0.21 2.27
C10 -3.25 -0.38 1.19
C11 -3.93 -0.69 2.37
C12 -5.32 -0.73 2.36
C13 -6.02 -0.47 1.21
C14 -5.35 -0.15 0.03
O4 -6.12 0.08 -1.06
C15 -5.49 0.22 -2.31
C16 -3.96 -0.08 0.03
C17 -1.35 -1.65 -0.94
O5 -2.45 -1.94 -1.37
C18 -0.03 -2.11 -1.55
O6 0.12 -2.81 -2.53
N1 0.96 -1.59 -0.80
C19 2.36 -1.79 -1.08
C20 3.03 -2.72 -0.07
C21 4.50 -2.97 -0.45
N2 5.26 -3.84 0.42
C22 4.80 -5.21 0.44
C23 5.45 -3.32 1.75
C24 0.73 1.33 -1.08
C25 1.12 2.64 -1.25
H1 3.71 6.88 1.41
H2 2.38 7.25 0.28
H3 3.94 6.69 -0.36
H4 2.50 3.19 1.80
H5 1.78 0.85 2.10
H6 0.89 -1.14 1.26
H7 -1.85 0.54 2.89
H8 -3.39 -0.96 3.26
H9 -5.85 -0.99 3.27
H10 -7.10 -0.51 1.19
H11 -4.94 1.17 -2.37
H12 -6.29 0.23 -3.05
H13 -4.81 -0.61 -2.51
H14 -3.42 0.20 -0.85
H15 2.87 -0.82 -1.09
H16 2.41 -2.23 -2.08
H17 2.98 -2.27 0.93
H18 2.48 -3.67 -0.05
H19 4.53 -3.41 -1.46
H20 5.02 -2.01 -0.49
H21 4.66 -5.56 -0.59
H22 5.56 -5.83 0.92
H23 3.85 -5.35 0.98
H24 5.79 -2.29 1.69
H25 4.54 -3.35 2.38
H26 6.22 -3.91 2.25
H27 0.23 0.81 -1.88
H28 0.95 3.17 -2.17

Properties
**Largest force on an atom**: 0.8 eV/Å
**Total energy**: -41644.469 eV
**SMILES**: COC(=O)c1ccc([C@H]2/C(=C(\O)c3cccc(OC)c3)C(=O)C(=O)N2CCCN(C)C)cc1

natural (NBO) population analysis, charges in e, atoms 1 to 6: -0.26 -0.51 0.78 -0.59 -0.18 -0.15



Record 6
Below is C25H28N3OPPdS4 as an isolated structure in a non-equilibrium geometry, with properties calculated with ωB97M-V/def2-TZVPD.

Positions of all 63 atoms, in Å:
Pd1 -0.84 0.58 -1.61
N1 2.16 0.84 -1.62
C1 2.53 0.80 -0.27
C2 3.89 0.73 0.03
C3 4.33 0.63 1.33
C4 3.42 0.60 2.38
C5 2.07 0.66 2.08
C6 1.59 0.76 0.77
P1 -0.24 0.74 0.55
C7 -0.77 -0.54 1.73
C8 -1.12 -0.25 3.04
C9 -1.50 -1.27 3.90
C10 -1.52 -2.58 3.45
C11 -1.17 -2.87 2.14
C12 -0.80 -1.85 1.28
C13 -0.82 2.31 1.23
C14 0.03 3.39 1.45
C15 -0.49 4.61 1.84
C16 -1.85 4.77 2.02
C17 -2.71 3.70 1.80
C18 -2.20 2.48 1.40
H1 1.28 1.33 -1.74
H2 2.87 1.20 -2.24
H3 4.61 0.75 -0.78
H4 5.39 0.58 1.54
H5 3.75 0.53 3.40
H6 1.36 0.62 2.90
H7 -1.12 0.77 3.39
H8 -1.78 -1.04 4.92
H9 -1.82 -3.37 4.12
H10 -1.19 -3.89 1.78
H11 -0.52 -2.08 0.26
H12 1.10 3.28 1.30
H13 0.18 5.45 1.99
H14 -2.26 5.73 2.32
H15 -3.77 3.82 1.93
H16 -2.87 1.65 1.21
O1 -5.38 5.42 -0.75
C19 -4.61 4.55 -1.05
S1 -3.01 4.85 -1.73
C20 -2.52 3.19 -1.93
C21 -3.46 2.22 -1.55
S2 -3.20 0.56 -1.68
S3 -4.98 2.82 -0.93
S4 -0.99 2.85 -2.54
C22 0.39 -4.51 -1.61
C23 1.24 -3.43 -2.27
C24 1.25 -3.62 -3.80
C25 2.67 -3.48 -1.74
N2 0.72 -2.11 -1.86
N3 -0.48 -1.66 -2.48
H17 0.72 -5.50 -1.91
H18 -0.66 -4.42 -1.89
H19 0.47 -4.44 -0.53
H20 1.82 -4.51 -4.06
H21 1.72 -2.77 -4.29
H22 0.25 -3.75 -4.21
H23 3.08 -4.49 -1.83
H24 2.69 -3.20 -0.68
H25 3.32 -2.80 -2.29
H26 1.42 -1.38 -1.99
H27 -1.25 -2.20 -2.12
H28 -0.46 -1.78 -3.50

Properties
**Largest force on an atom**: 1.0 eV/Å
**Total energy**: -89007.674 eV

natural (NBO) population analysis, charges in e, atoms 1 to 6: 0.36 -0.83 0.20 -0.26 -0.16 -0.26



Record 7
Below is C25H28N4O5 in the gas phase in a non-equilibrium geometry, with properties calculated with ωB97M-V/def2-TZVPD.

Positions of all 62 atoms, in Å:
C1 -2.12 -4.72 -2.35
C2 -2.77 -4.36 -3.68
C3 -2.25 -3.05 -4.29
O1 -2.71 -1.91 -3.60
C4 -2.01 -1.36 -2.58
C5 -0.72 -1.68 -2.20
C6 -0.10 -1.01 -1.16
C7 -0.76 0.01 -0.48
C8 -0.09 0.68 0.62
N1 0.58 0.01 1.55
C9 1.05 0.94 2.39
C10 0.67 2.21 1.99
C11 1.02 3.37 2.74
O2 0.75 4.54 2.52
N2 1.76 3.02 3.86
C12 2.19 1.77 4.29
O3 2.85 1.65 5.30
N3 1.78 0.71 3.52
C13 2.21 -0.64 3.84
C14 3.39 -1.03 2.99
C15 3.20 -1.76 1.82
C16 4.28 -2.08 1.02
C17 5.56 -1.67 1.38
C18 5.75 -0.94 2.54
C19 4.67 -0.62 3.34
N4 -0.07 2.02 0.83
C20 -0.55 3.06 -0.04
C21 0.59 3.97 -0.57
O4 0.49 5.28 -0.13
C22 -2.08 0.32 -0.84
C23 -2.71 -0.34 -1.87
O5 -3.98 -0.14 -2.29
C24 -4.75 0.91 -1.74
C25 -4.36 2.28 -2.30
H1 -2.29 -3.94 -1.61
H2 -1.05 -4.85 -2.47
H3 -2.54 -5.65 -1.97
H4 -3.85 -4.26 -3.54
H5 -2.60 -5.16 -4.40
H6 -2.67 -2.95 -5.30
H7 -1.16 -3.07 -4.37
H8 -0.17 -2.45 -2.71
H9 0.91 -1.26 -0.87
H10 2.06 3.79 4.45
H11 2.48 -0.64 4.90
H12 1.36 -1.31 3.66
H13 2.20 -2.06 1.54
H14 4.13 -2.64 0.11
H15 6.40 -1.92 0.75
H16 6.74 -0.62 2.82
H17 4.81 -0.05 4.25
H18 -1.07 2.58 -0.87
H19 -1.25 3.70 0.51
H20 0.54 4.01 -1.66
H21 1.56 3.52 -0.29
H22 0.57 5.28 0.85
H23 -2.61 1.06 -0.27
H24 -4.70 0.91 -0.64
H25 -5.78 0.68 -2.03
H26 -4.44 2.27 -3.38
H27 -5.02 3.04 -1.90
H28 -3.33 2.53 -2.04

Properties
**Largest force on an atom**: 1.4 eV/Å
**Total energy**: -42578.961 eV
**SMILES**: CCCOc1ccc(-c2nc3c(c(=O)[nH]c(=O)n3Cc3ccccc3)n2CCO)cc1OCC

natural (NBO) population analysis, charges in e, atoms 1 to 6: -0.61 -0.42 -0.06 -0.48 0.29 -0.31



Record 8
Below is C25H28N4O5S in the gas phase in a non-equilibrium geometry, with properties calculated with ωB97M-V/def2-TZVPD.

Positions of all 63 atoms, in Å:
C1 -1.84 -6.06 -0.66
O1 -0.56 -5.48 -0.62
C2 -0.42 -4.18 -0.27
C3 0.88 -3.69 -0.24
C4 1.12 -2.37 0.10
C5 0.06 -1.53 0.41
N1 0.28 -0.18 0.78
C6 0.49 0.09 2.19
C7 1.98 0.33 2.50
O2 2.66 -0.47 3.10
N2 2.40 1.52 2.06
C8 3.79 1.92 2.14
C9 4.64 1.29 1.02
C10 4.03 1.47 -0.34
C11 3.80 0.37 -1.15
C12 3.25 0.52 -2.41
C13 2.90 1.78 -2.87
C14 3.12 2.88 -2.07
C15 3.68 2.73 -0.81
C16 0.13 0.84 -0.08
O3 0.25 2.01 0.29
C17 -0.17 0.49 -1.52
C18 -0.95 1.61 -2.21
C19 -2.35 1.65 -1.64
O4 -3.32 1.13 -2.17
N3 -2.45 2.30 -0.45
C20 -3.62 2.33 0.26
N4 -3.74 2.85 1.43
C21 -5.01 2.74 1.88
C22 -5.88 2.13 1.04
S1 -5.09 1.65 -0.42
C23 -1.25 -2.02 0.40
O5 -2.21 -1.12 0.74
C24 -3.56 -1.52 0.73
C25 -1.49 -3.34 0.05
H1 -2.32 -6.03 0.32
H2 -1.69 -7.09 -0.96
H3 -2.48 -5.56 -1.40
H4 1.69 -4.36 -0.49
H5 2.12 -1.98 0.13
H6 -0.09 0.97 2.48
H7 0.15 -0.78 2.76
H8 1.78 2.06 1.47
H9 3.83 3.01 2.10
H10 4.18 1.59 3.11
H11 5.63 1.75 1.05
H12 4.75 0.23 1.23
H13 4.07 -0.62 -0.80
H14 3.10 -0.35 -3.04
H15 2.47 1.90 -3.86
H16 2.85 3.87 -2.42
H17 3.85 3.60 -0.20
H18 -0.71 -0.45 -1.59
H19 0.80 0.36 -2.02
H20 -1.02 1.41 -3.28
H21 -0.45 2.56 -2.05
H22 -1.62 2.65 0.01
H23 -5.24 3.14 2.85
H24 -6.93 1.94 1.18
H25 -4.12 -0.65 1.08
H26 -3.90 -1.78 -0.28
H27 -3.73 -2.36 1.41
H28 -2.50 -3.72 0.03

Properties
**Largest force on an atom**: 1.1 eV/Å
**Total energy**: -53414.221 eV
**SMILES**: COc1ccc(N(CC(=O)NCCc2ccccc2)C(=O)CCC(=O)Nc2nccs2)c(OC)c1

natural (NBO) population analysis, charges in e, atoms 1 to 6: -0.25 -0.49 0.34 -0.28 -0.16 0.02